Record 1
{
  "formula": "C5H34NO10",
  "method": "ωB97M-V/def2-TZVPD",
  "species": ["C", "H", "H", "C", "O", "H", "C", "H", "H", "O", "O", "H", "H", "N", "H", "O", "H", "H", "H", "H", "H", "H", "O", "H", "H", "H", "H", "H", "C", "H", "H", "H", "H", "O", "H", "O", "H", "O", "H", "O", "H", "C", "H", "H", "H", "H", "H", "H", "O", "H"],
  "xyz": [[0.546519, 1.307150, -1.263236], [-1.243017, 1.872342, 0.548557], [0.190199, 1.424795, -2.331251], [-0.149622, -1.105456, -0.392021], [3.007418, 2.576400, 0.861629], [-3.253227, 1.323896, -2.382381], [-0.519700, 0.393259, -0.563136], [4.626432, -1.599401, 1.460895], [-0.072621, 0.752603, 1.401951], [-0.748782, -4.498708, 2.370544], [4.192155, 1.004593, -1.043355], [-0.305238, -4.922009, 1.609778], [4.080228, -2.358209, 0.247948], [-0.993814, 0.940856, 0.791781], [1.503643, 0.842887, -1.243035], [3.993087, -1.670855, 0.791267], [-4.006387, 0.913205, 1.506119], [0.031071, -2.801073, -1.918934], [4.082587, 0.259079, -0.553662], [-1.813975, 3.101300, -1.767592], [0.487981, 2.161325, -0.674487], [-0.054978, -1.010584, -2.682935], [-1.879929, -0.353314, -3.712003], [1.168552, 2.946961, 2.637813], [-0.100540, -3.827413, 2.802057], [5.059984, 0.986147, -1.439688], [1.133615, -2.543888, 0.695475], [3.519939, 3.171474, 1.366734], [0.166639, -1.651016, -1.767687], [-1.870701, 0.333545, 1.160161], [1.298831, -1.608056, -1.999475], [-1.479739, 0.259118, -1.136516], [-1.672367, -1.003365, 3.630504], [-1.656919, 3.023600, -0.853131], [-1.459178, -0.473368, -4.584425], [0.896996, 2.022221, 2.421088], [-2.458153, -1.190130, -3.620233], [-3.651642, 0.227239, 1.993705], [-3.956175, -0.640375, 1.898341], [-3.970506, 1.481096, -1.701459], [-2.356216, 3.539541, -0.319296], [0.954613, -1.413870, 0.589998], [-4.700747, 1.025501, -2.043141], [-1.653841, -2.245014, 2.514020], [1.557115, 1.767099, 1.797159], [1.897337, -0.978732, 0.376590], [-1.238461, -1.511007, -0.070779], [0.697723, -1.156419, 1.752458], [-1.366901, -1.356843, 2.768715], [3.540697, 2.261887, 0.068559]],
  "forces_ev_per_angstrom": [[-2.56, -2.19, -0.71], [-0.13, 1.32, 0.50], [0.60, 0.29, 1.20], [-2.53, 0.19, 0.20], [-0.25, -1.36, -1.95], [-0.98, 0.06, 0.94], [-1.14, -1.52, -0.62], [1.59, -0.38, 1.24], [-3.32, 1.31, -0.85], [1.44, 1.48, 0.80], [0.12, 3.68, -2.25], [-0.05, 0.57, 0.63], [1.01, -4.47, -2.99], [1.78, -4.51, 0.44], [0.84, -0.22, 0.01], [-2.33, 4.94, 1.69], [-1.93, 1.45, -2.02], [-0.50, 2.17, 0.24], [-0.37, -3.74, 2.37], [-0.74, 0.35, -1.77], [0.58, 2.06, 0.24], [-1.05, -1.16, 1.49], [-1.22, -1.59, -0.40], [-0.48, -1.13, -0.23], [-1.40, -1.89, -1.40], [0.29, -0.11, -0.10], [-0.24, 1.40, -0.49], [1.05, 0.93, 0.65], [3.03, -1.31, -2.50], [2.10, 1.62, -0.55], [-1.00, -0.05, 1.11], [1.04, 0.92, 0.10], [-0.18, -1.05, -0.84], [-0.83, 1.24, 3.64], [-0.22, 0.14, 0.31], [-0.51, 1.42, 1.50], [1.15, 1.75, -0.06], [3.20, 0.28, 2.72], [-1.31, -1.60, -0.93], [2.79, 0.96, -0.08], [1.28, -1.06, -1.82], [-1.30, -1.64, 3.72], [-1.85, -1.17, -0.83], [-0.35, 0.11, 0.77], [1.31, -0.08, -0.85], [0.67, 0.50, -0.45], [2.55, 0.20, -0.31], [0.43, -0.26, -2.79], [0.51, 0.71, 0.13], [-0.60, 0.44, 1.20]],
  "multiplicity": 2,
  "homo_lumo_gap_ev": [1.990, 10.303],
  "homo_ev": [-1.97, -10.39]
}

---

Record 2
{
  "formula": "C5H34NO12S",
  "method": "ωB97M-V/def2-TZVPD",
  "species": ["H", "O", "H", "H", "H", "O", "C", "H", "H", "H", "O", "H", "H", "H", "C", "H", "C", "H", "H", "H", "H", "H", "O", "H", "H", "O", "H", "H", "O", "O", "H", "H", "O", "H", "N", "H", "O", "O", "C", "H", "H", "H", "H", "H", "S", "H", "C", "H", "H", "H", "H", "O", "O"],
  "xyz": [[3.370510, 1.594019, -0.204720], [-0.911041, -2.217150, 2.446376], [-3.359842, -2.444831, -0.914037], [0.121871, 3.794777, -0.402592], [-1.583052, 2.914666, -2.213474], [0.313929, -3.127581, -2.130281], [1.019610, -1.072239, -0.094705], [-1.057195, 0.839718, -3.917560], [0.309662, 1.625163, -3.676563], [4.353635, 1.439489, -1.316603], [-1.675980, 3.809613, -1.804947], [-2.788001, -3.746295, -1.515204], [-2.240856, -2.314514, 1.483917], [-1.045403, -0.575470, -1.837306], [-0.100172, 0.680965, -3.354999], [0.448512, -0.089989, -3.949725], [1.261759, 0.005884, 0.973029], [-0.207061, -2.991968, -1.334101], [2.217715, -2.548616, -1.172190], [-0.184021, -1.452000, 2.370505], [0.601906, 0.886472, 0.686397], [-1.647923, 1.817082, 2.286158], [-2.289510, 2.091843, 1.549010], [0.094452, -1.632262, -0.002849], [-3.170679, -1.230321, 0.872351], [-3.869638, -0.102630, 1.939915], [1.430003, 3.118947, -0.740724], [-3.244130, -0.491114, 2.570965], [-3.582206, -3.204586, -1.495763], [3.400859, 1.435825, -1.184355], [1.834066, 0.190724, -1.430177], [-0.091232, 0.439733, 2.652473], [3.060508, 2.135860, 1.400306], [-3.436415, 0.782081, 1.790003], [1.005731, -0.404626, -1.416090], [1.926616, -2.577223, 2.059389], [-0.520217, 1.261002, 3.250247], [0.784038, 3.192470, -0.029919], [-0.232173, 0.195380, -1.880127], [-0.639138, 1.098611, -1.445288], [3.193074, -1.437452, -0.222226], [3.401846, 1.641923, 2.152998], [-0.504302, -3.078680, 2.330373], [-2.288417, 3.518636, -1.114034], [2.371759, -3.313918, 1.034249], [0.068151, 2.011268, 3.365122], [2.302203, -2.056667, -0.221575], [2.339842, 0.244258, 0.999627], [2.039665, 1.974835, 1.413068], [-1.642733, 2.025121, 0.830780], [0.729769, -2.212607, -2.326983], [0.940714, -0.429969, 2.279302], [-2.631056, -2.013651, 0.612576]],
  "forces_ev_per_angstrom": [[-0.33, 0.05, -0.44], [0.44, 0.54, 0.76], [0.14, -1.00, 0.05], [-0.06, -0.19, 0.09], [0.41, 1.05, -0.15], [0.70, 1.35, -1.03], [2.11, 0.08, -1.29], [0.03, -0.84, 0.91], [1.12, 0.61, 1.12], [0.02, -0.06, -0.45], [-0.26, -1.73, -0.10], [-0.01, 0.19, 0.11], [0.12, 0.55, -1.16], [0.73, 0.57, -0.01], [-0.60, -1.56, -1.88], [-0.37, 0.48, 0.37], [-1.13, -1.31, 0.98], [-0.03, 0.06, 0.02], [0.14, -0.34, -0.14], [-0.27, -1.15, -0.08], [0.91, -0.50, 0.15], [-0.37, 0.11, 0.28], [0.72, 0.08, -0.17], [-0.10, 0.06, 0.57], [0.26, -0.46, -0.18], [0.41, 0.87, 0.45], [0.21, -0.18, -0.01], [-0.28, -0.04, 0.08], [-0.33, 0.26, -0.61], [0.40, 0.20, 0.71], [-0.44, 0.24, -0.48], [1.25, 0.95, 1.40], [-2.03, 0.38, 0.37], [-0.33, -0.51, -0.17], [0.00, -0.14, -0.05], [0.06, 0.25, 0.05], [-1.10, -0.25, -0.46], [-0.20, 0.36, -0.20], [-0.53, 0.16, -1.74], [0.14, 0.25, 1.50], [0.16, 0.15, 0.07], [-0.16, -0.08, 0.06], [0.39, 0.15, 0.02], [-0.15, 0.69, 0.36], [0.07, -0.72, 0.43], [0.33, -0.37, -0.17], [-1.74, 1.53, 0.43], [-0.72, -0.21, -0.74], [2.59, 0.65, 0.06], [-0.37, 0.03, -0.24], [-1.07, -1.65, 0.67], [-0.58, 0.10, -0.62], [-0.30, 0.29, 0.51]],
  "multiplicity": 1,
  "homo_lumo_gap_ev": 8.046,
  "homo_ev": -5.67,
  "de_lowest_kcal_mol": 47.9,
  "charge": -1
}

---

Record 3
{
  "formula": "C5H35N2O11",
  "method": "ωB97M-V/def2-TZVPD",
  "species": ["H", "H", "H", "C", "N", "N", "O", "H", "C", "H", "H", "H", "H", "H", "H", "H", "H", "O", "H", "H", "H", "C", "H", "H", "O", "O", "H", "O", "H", "O", "O", "O", "H", "H", "H", "C", "H", "H", "H", "H", "H", "O", "H", "H", "H", "C", "H", "O", "H", "H", "H", "O", "H"],
  "xyz": [[0.510245, 2.527304, -1.746805], [-1.572557, -0.022876, 3.873007], [3.381099, -2.153137, -3.355454], [0.276548, -1.182473, -1.659701], [-1.876184, 0.211212, -1.261865], [1.168567, -0.054433, -1.510014], [3.263438, -2.957757, -0.166933], [-1.729463, -1.556333, 4.197180], [1.825667, 0.345157, -0.312464], [-3.759490, 1.433547, 3.191768], [2.508572, 1.523757, 2.005315], [1.437854, -3.954197, 2.214003], [1.336508, 0.526742, 2.754121], [-1.796062, 0.725439, -2.200924], [1.190310, 3.072873, 0.276790], [-0.452452, 1.736451, -3.653191], [-1.112894, -1.325419, 0.049050], [-0.731602, -3.230052, 2.224100], [-1.917231, 2.021724, -3.442922], [3.876598, -2.190477, 0.007685], [-0.190251, 0.630877, 0.751279], [0.869522, 1.129204, 0.656321], [-1.942355, 3.327876, -0.214880], [-1.539940, 0.964774, -0.634273], [-2.677648, -0.056645, 1.019306], [-2.898909, 1.758190, 2.825138], [-1.783474, -1.904735, -1.440502], [-2.335983, 3.071330, -1.077511], [-0.934389, -3.999128, 2.768159], [0.484012, 2.466311, 0.114108], [2.091539, -3.263733, 2.244751], [-1.296164, 1.316095, -3.671279], [-2.053676, 3.803583, -1.675814], [2.694902, 1.078447, -0.689297], [0.305028, -1.338689, -2.824004], [1.407509, 1.385515, 2.048306], [-2.888901, 0.064077, -1.237763], [-0.879104, -2.393063, 2.634353], [0.886654, 2.251721, 2.433808], [-2.872918, 0.834919, 1.457302], [1.927536, -0.317051, -2.196437], [2.976417, -1.719134, -2.599749], [2.864406, -3.650859, 2.612011], [0.500916, -2.139894, -1.102717], [-2.767773, 2.685305, 2.963334], [-1.188895, -1.070322, -1.061022], [2.968336, -2.240402, -1.775134], [0.650191, 3.019085, -2.565291], [2.490286, -2.783583, 0.366909], [-2.627737, -0.647530, 1.760781], [1.599409, 3.102138, -2.722287], [-1.303565, -0.909885, 3.629592], [2.133215, -0.616994, 0.283471]],
  "forces_ev_per_angstrom": [[0.23, 0.38, 0.40], [-0.21, 0.15, 0.29], [0.09, -0.29, 0.27], [-2.75, -0.23, -1.96], [-0.20, 1.22, -1.51], [1.85, -3.17, 0.10], [1.25, 1.73, -1.05], [-0.20, 0.31, 0.52], [0.36, 2.08, 1.06], [0.94, 1.07, -0.21], [-0.55, 0.54, 0.00], [-0.60, -0.28, 0.08], [-0.46, 0.45, -0.59], [1.07, -1.34, 0.06], [0.89, 0.81, 0.30], [1.35, 0.94, -0.01], [-0.26, 0.87, -1.45], [0.34, -1.34, -1.54], [0.06, 0.23, -0.57], [-0.64, -1.37, 0.00], [2.15, 0.46, -0.24], [-2.43, 0.72, 0.30], [-0.35, -0.12, -0.77], [-0.93, -0.74, 0.05], [-0.54, 1.60, 0.23], [-0.73, -1.46, 0.32], [0.12, 0.31, -0.40], [0.80, 0.77, 0.11], [-0.25, 0.57, 0.25], [-0.30, -2.54, -0.35], [-0.65, 1.12, -0.48], [-1.65, -0.70, 0.29], [-0.35, -0.66, 0.63], [-1.52, -1.95, 1.37], [-0.40, -0.19, 2.39], [1.40, -1.35, 0.23], [0.18, 0.27, 1.09], [-0.11, 0.58, 0.98], [0.13, 0.06, 0.33], [0.34, -1.41, -0.53], [-0.23, 0.76, -0.53], [-0.66, 1.23, 0.05], [1.17, -0.57, 0.47], [1.10, 0.94, -0.67], [-0.43, 0.87, 0.45], [1.32, -0.66, 1.10], [0.57, -0.84, -0.32], [-0.02, -0.26, -0.69], [-0.28, -0.41, 1.11], [0.10, -0.56, 0.72], [-0.14, 0.08, 0.07], [0.19, -0.26, -0.60], [-0.15, 1.58, -1.14]],
  "multiplicity": 2,
  "homo_lumo_gap_ev": [11.282, 6.027],
  "homo_ev": [-16.55, -16.55],
  "de_lowest_kcal_mol": 15.1,
  "charge": 2
}